No. 1
63
Properties=species:S:1:pos:R:3 method="wB97M-V/def2-TZVPD" total_charge=-2 e_above_lowest_kcal_mol=13.3 max_force_ev_per_a=0.73 e_homo_ev=0.43 energy_ev=-41768.5264
Rb -0.850 -0.319 0.330
O -0.457 -1.837 2.343
C 0.013 -1.849 3.511
C -0.779 -2.289 4.634
C -0.271 -2.369 5.904
C 1.063 -2.007 6.194
C 1.836 -1.549 5.148
C 1.359 -1.442 3.835
C 2.293 -0.916 2.848
N 2.077 -0.641 1.623
C 3.216 -0.174 0.858
C 2.853 0.982 -0.055
N 1.950 0.521 -1.102
C 1.179 1.353 -1.700
C 1.032 2.802 -1.612
C 2.078 3.689 -1.335
C 1.901 5.059 -1.384
C 0.624 5.549 -1.731
C -0.422 4.714 -2.026
C -0.289 3.277 -1.972
O -1.235 2.483 -2.211
H -1.808 -2.552 4.418
H -0.916 -2.710 6.709
H 1.461 -2.073 7.198
H 2.865 -1.245 5.335
H 3.306 -0.740 3.254
H 3.562 -0.990 0.210
H 4.058 0.116 1.507
H 3.784 1.358 -0.497
H 2.417 1.807 0.522
H 0.467 0.907 -2.399
H 3.055 3.294 -1.088
H 2.717 5.734 -1.161
H 0.465 6.623 -1.767
H -1.398 5.107 -2.288
N -3.739 2.196 3.622
C -3.453 1.109 2.838
O -2.464 1.167 2.106
C -4.430 -0.033 2.922
C -5.706 0.139 2.074
H -3.119 2.985 3.593
H -4.504 2.171 4.268
H -4.696 -0.161 3.982
H -3.869 -0.925 2.630
H -6.202 1.077 2.374
H -5.409 0.258 1.023
C -2.002 -3.702 -3.679
C -0.980 -2.767 -3.083
O -1.090 -2.374 -1.946
C 0.175 -2.300 -3.946
C 1.146 -1.495 -3.371
C 2.191 -1.011 -4.143
C 2.266 -1.338 -5.489
C 1.296 -2.143 -6.071
C 0.249 -2.622 -5.294
H -2.695 -3.996 -2.896
H -1.527 -4.581 -4.117
H -2.551 -3.191 -4.473
H 1.083 -1.208 -2.329
H 2.918 -0.356 -3.681
H 3.077 -0.950 -6.094
H 1.345 -2.387 -7.125
H -0.517 -3.239 -5.750


No. 2
68
Properties=species:S:1:pos:R:3 method="wB97M-V/def2-TZVPD" total_charge=+1 e_above_lowest_kcal_mol=10.9 max_force_ev_per_a=0.43 multiplicity=3 e_homo_ev="-8.70 / -9.99" energy_ev=-79908.7718
Ti -0.092 0.249 0.058
C 2.689 0.962 -0.900
N 1.339 1.300 -1.377
C 1.070 0.722 -2.704
C -0.411 0.603 -2.944
C -0.995 0.834 -4.176
C -2.355 0.602 -4.322
C -3.084 0.157 -3.229
C -2.432 -0.026 -2.024
N -1.119 0.194 -1.880
C 1.094 2.760 -1.344
C -0.094 3.223 -0.518
C -0.333 4.586 -0.411
C -1.388 5.023 0.369
C -2.169 4.086 1.030
C -1.860 2.750 0.885
N -0.842 2.321 0.123
C 2.785 1.192 0.589
C 3.981 1.504 1.208
C 3.991 1.681 2.585
C 2.804 1.555 3.288
C 1.648 1.243 2.595
N 1.639 1.053 1.269
H 3.464 1.546 -1.411
H 2.865 -0.094 -1.109
H 1.490 -0.287 -2.719
H 1.550 1.293 -3.506
H -0.399 1.184 -5.009
H -2.840 0.770 -5.274
H -4.145 -0.035 -3.305
H -2.962 -0.354 -1.138
H 0.975 3.138 -2.364
H 1.980 3.258 -0.945
H 0.302 5.292 -0.931
H -1.595 6.080 0.468
H -2.994 4.387 1.659
H -2.418 1.978 1.400
H 4.886 1.614 0.626
H 4.911 1.927 3.098
H 2.766 1.697 4.358
H 0.698 1.132 3.110
N -2.858 -2.310 1.054
C -2.213 -1.427 1.852
O -1.437 -0.577 1.307
C -2.384 -1.439 3.245
C -1.633 -0.486 3.975
N -0.963 0.315 4.469
C -3.186 -2.425 3.867
N -3.821 -3.282 4.305
H -2.495 -2.438 0.117
H -3.412 -3.039 1.474
S -0.220 -4.425 -3.453
C -0.051 -5.075 -1.882
C -0.631 -4.246 -0.979
N -1.189 -3.102 -1.498
C -1.039 -3.074 -2.788
H 0.429 -6.023 -1.709
H -0.682 -4.426 0.086
H -1.399 -2.275 -3.421
C 1.098 -2.207 2.525
C 1.567 -2.321 1.103
N 2.487 -3.268 0.858
O 1.143 -1.623 0.175
H 1.945 -2.111 3.205
H 0.548 -3.110 2.799
H 0.437 -1.356 2.643
H 2.794 -3.889 1.586
H 2.759 -3.460 -0.092


No. 3
69
Properties=species:S:1:pos:R:3 method="wB97M-V/def2-TZVPD" max_force_ev_per_a=1.90 multiplicity=2 e_homo_ev="-7.47 / -7.43" energy_ev=-225518.9827
Mn 0.005 0.178 -0.069
N -5.674 5.849 0.528
C -4.616 4.990 0.769
C -3.319 5.328 0.377
C -2.261 4.480 0.657
C -2.479 3.287 1.332
C -3.762 2.946 1.734
C -4.820 3.788 1.454
S -1.118 2.204 1.634
O -0.812 2.231 3.034
O -0.070 2.598 0.691
N -1.562 0.746 1.084
C -2.008 -0.225 1.956
N -1.608 -1.465 1.623
C -1.975 -2.447 2.433
C -2.742 -2.230 3.566
C -3.144 -0.923 3.782
N -2.803 0.081 2.986
H -5.546 6.534 -0.197
H -6.596 5.449 0.553
H -3.138 6.260 -0.143
H -1.258 4.742 0.350
H -3.928 2.019 2.269
H -5.820 3.519 1.771
H -1.638 -3.444 2.168
H -3.025 -3.032 4.231
H -3.776 -0.668 4.627
S 1.728 -0.564 1.406
C 2.545 -0.199 -0.030
N 1.853 0.149 -1.103
C 2.695 0.407 -2.184
C 2.322 0.796 -3.468
C 3.297 0.998 -4.428
C 4.648 0.819 -4.133
C 5.036 0.435 -2.863
C 4.058 0.232 -1.900
S 4.272 -0.253 -0.245
H 1.284 0.935 -3.723
H 3.002 1.297 -5.425
H 5.395 0.982 -4.898
H 6.082 0.297 -2.622
C -0.726 3.183 -2.596
As -1.088 1.382 -1.968
C -3.022 1.441 -1.747
C -1.051 0.289 -3.573
C -1.300 0.795 -4.846
C -1.260 -0.039 -5.951
C -0.986 -1.391 -5.788
C -0.742 -1.900 -4.522
C -0.757 -1.064 -3.408
As -0.415 -1.728 -1.603
C -1.939 -2.929 -1.440
C 1.041 -2.995 -1.865
H -1.604 3.587 -3.100
H 0.129 3.182 -3.273
H -0.485 3.792 -1.727
H -3.502 1.699 -2.691
H -3.273 2.174 -0.981
H -3.358 0.460 -1.412
H -1.520 1.848 -4.983
H -1.446 0.361 -6.939
H -0.958 -2.047 -6.648
H -0.529 -2.957 -4.412
H -1.863 -3.752 -2.152
H -2.852 -2.368 -1.634
H -1.973 -3.318 -0.425
H 1.084 -3.344 -2.896
H 0.873 -3.844 -1.204
H 1.983 -2.520 -1.603


Copy entry 2 word for word.
68
Properties=species:S:1:pos:R:3 method="wB97M-V/def2-TZVPD" total_charge=+1 e_above_lowest_kcal_mol=10.9 max_force_ev_per_a=0.43 multiplicity=3 e_homo_ev="-8.70 / -9.99" energy_ev=-79908.7718
Ti -0.092 0.249 0.058
C 2.689 0.962 -0.900
N 1.339 1.300 -1.377
C 1.070 0.722 -2.704
C -0.411 0.603 -2.944
C -0.995 0.834 -4.176
C -2.355 0.602 -4.322
C -3.084 0.157 -3.229
C -2.432 -0.026 -2.024
N -1.119 0.194 -1.880
C 1.094 2.760 -1.344
C -0.094 3.223 -0.518
C -0.333 4.586 -0.411
C -1.388 5.023 0.369
C -2.169 4.086 1.030
C -1.860 2.750 0.885
N -0.842 2.321 0.123
C 2.785 1.192 0.589
C 3.981 1.504 1.208
C 3.991 1.681 2.585
C 2.804 1.555 3.288
C 1.648 1.243 2.595
N 1.639 1.053 1.269
H 3.464 1.546 -1.411
H 2.865 -0.094 -1.109
H 1.490 -0.287 -2.719
H 1.550 1.293 -3.506
H -0.399 1.184 -5.009
H -2.840 0.770 -5.274
H -4.145 -0.035 -3.305
H -2.962 -0.354 -1.138
H 0.975 3.138 -2.364
H 1.980 3.258 -0.945
H 0.302 5.292 -0.931
H -1.595 6.080 0.468
H -2.994 4.387 1.659
H -2.418 1.978 1.400
H 4.886 1.614 0.626
H 4.911 1.927 3.098
H 2.766 1.697 4.358
H 0.698 1.132 3.110
N -2.858 -2.310 1.054
C -2.213 -1.427 1.852
O -1.437 -0.577 1.307
C -2.384 -1.439 3.245
C -1.633 -0.486 3.975
N -0.963 0.315 4.469
C -3.186 -2.425 3.867
N -3.821 -3.282 4.305
H -2.495 -2.438 0.117
H -3.412 -3.039 1.474
S -0.220 -4.425 -3.453
C -0.051 -5.075 -1.882
C -0.631 -4.246 -0.979
N -1.189 -3.102 -1.498
C -1.039 -3.074 -2.788
H 0.429 -6.023 -1.709
H -0.682 -4.426 0.086
H -1.399 -2.275 -3.421
C 1.098 -2.207 2.525
C 1.567 -2.321 1.103
N 2.487 -3.268 0.858
O 1.143 -1.623 0.175
H 1.945 -2.111 3.205
H 0.548 -3.110 2.799
H 0.437 -1.356 2.643
H 2.794 -3.889 1.586
H 2.759 -3.460 -0.092